1.
The following is a DFT calculation (the ωB97M-V functional and the def2-TZVPD basis) of a single C21H19ClF3N3O molecule at a distorted geometry.

CARTESIAN COORDINATES (ANGSTROEM)
N  5.22  4.81  -2.24
O  0.18  -4.74  2.18
F  -3.89  0.83  1.75
F  -2.99  -1.12  1.24
F  -4.95  -0.49  0.46
Cl  3.41  1.90  -3.51
C  4.50  4.05  -1.64
C  0.35  -4.11  1.13
C  -3.31  0.51  -2.87
C  -2.21  1.47  -2.91
C  3.00  3.45  0.21
C  2.02  2.58  0.83
C  1.91  1.36  -1.23
C  -3.75  0.08  -1.66
C  -1.52  1.70  -1.67
C  2.95  2.15  -1.79
C  3.47  3.17  -1.11
C  1.45  1.62  0.01
C  -3.09  0.33  -0.47
C  -1.92  1.12  -0.48
N  0.32  -2.72  1.32
N  0.48  0.77  0.49
C  0.90  -4.80  -0.09
C  -3.70  -0.14  0.82
C  -0.90  1.22  0.72
C  0.11  -2.20  2.69
C  0.35  -1.68  0.29
C  0.74  -0.80  2.47
C  0.98  -0.48  0.96
H  -3.81  0.14  -3.70
H  -1.93  2.00  -3.87
H  3.35  4.35  0.84
H  1.78  2.81  1.85
H  1.42  0.63  -1.83
H  -4.66  -0.55  -1.59
H  -0.82  2.41  -1.69
H  1.42  -5.73  0.23
H  0.03  -5.15  -0.62
H  1.66  -4.14  -0.71
H  -0.78  2.25  1.01
H  -1.39  0.68  1.56
H  -0.96  -1.98  2.99
H  0.71  -2.80  3.40
H  0.87  -1.86  -0.64
H  -0.75  -1.49  0.14
H  1.71  -0.79  2.99
H  0.01  -0.07  2.92
H  2.01  -0.56  0.81

Summary:
Total charge   0
Kohn-Sham gap   8.9314 eV
LUMO energy   -0.03 eV
Spin multiplicity   1
SMILES string   CC(=O)N1CC[C@H](N(Cc2ccccc2C(F)(F)F)c2ccc(C#N)c(Cl)c2)C1

***

2.
The following is a DFT calculation (the ωB97M-V functional and the def2-TZVPD basis) of a single C21H19ClN2O4 molecule at a distorted geometry.

CARTESIAN COORDINATES (ANGSTROEM)
C  1.34  2.42  -4.56
C  0.12  1.72  -4.01
O  -0.97  2.26  -4.00
C  0.30  0.36  -3.47
C  1.52  -0.33  -3.49
C  1.63  -1.58  -2.92
C  0.52  -2.18  -2.32
C  -0.70  -1.52  -2.30
C  -0.79  -0.27  -2.88
H  -1.74  0.26  -2.88
H  -1.57  -1.96  -1.85
O  0.75  -3.42  -1.78
C  -0.25  -4.00  -0.98
C  -0.53  -3.18  0.24
C  0.29  -2.48  1.07
C  -0.60  -1.88  2.00
N  -1.84  -2.22  1.72
O  -1.81  -3.02  0.64
C  -0.24  -0.95  3.09
O  0.92  -0.69  3.36
N  -1.31  -0.45  3.74
H  -2.22  -0.70  3.38
C  -1.20  0.72  4.57
H  -1.91  0.65  5.40
H  -0.18  0.74  4.95
C  -1.47  2.00  3.75
C  -0.56  2.01  2.55
C  0.75  2.46  2.66
C  1.63  2.35  1.60
C  1.19  1.78  0.42
C  -0.11  1.33  0.28
C  -0.98  1.45  1.35
H  -1.99  1.10  1.24
H  -0.43  0.89  -0.65
Cl  2.29  1.61  -0.90
H  2.65  2.69  1.69
H  1.09  2.89  3.59
H  -1.28  2.87  4.38
H  -2.51  2.01  3.43
H  1.36  -2.38  1.04
H  0.16  -4.98  -0.69
H  -1.18  -4.16  -1.54
H  2.56  -2.12  -2.93
H  2.40  0.12  -3.94
H  2.09  2.50  -3.78
H  1.06  3.41  -4.90
H  1.75  1.85  -5.39

Summary:
Total charge   0
Kohn-Sham gap   9.3278 eV
LUMO energy   0.44 eV
Spin multiplicity   1
Energy relative to the best compared isomer or geometry (same formula, charge and spin)   0.000 eV
SMILES string   CC(=O)c1ccc(OCc2cc(C(=O)NCCc3ccc(Cl)cc3)no2)cc1

***

3.
The following is a DFT calculation (the ωB97M-V functional and the def2-TZVPD basis) of a molecular structure, C21H19ClN2O7STi at a distorted geometry.

CARTESIAN COORDINATES (ANGSTROEM)
Ti  0.62  -0.70  -1.48
O  -0.20  4.85  -0.29
C  0.62  4.35  0.63
O  1.18  5.04  1.43
C  0.87  2.87  0.58
C  1.71  2.19  1.47
Cl  2.72  2.84  2.66
N  1.67  0.85  1.18
N  0.85  0.65  0.12
C  0.37  1.85  -0.23
C  -0.48  1.87  -1.49
O  -1.10  2.86  -1.83
O  -0.45  0.73  -2.14
C  2.23  -0.28  1.89
C  2.46  -0.17  3.25
C  3.01  -1.25  3.93
C  3.31  -2.43  3.27
C  3.02  -2.54  1.92
C  2.49  -1.47  1.22
H  -0.54  4.16  -0.91
H  2.22  0.73  3.80
H  3.19  -1.15  4.99
H  3.74  -3.26  3.81
H  3.23  -3.46  1.39
H  2.22  -1.64  0.17
C  4.03  -1.31  -4.16
O  3.61  -0.61  -2.94
C  2.42  -0.77  -2.50
O  1.55  -1.53  -3.03
H  4.27  -0.54  -4.88
H  3.24  -1.96  -4.52
H  4.92  -1.88  -3.89
C  -4.74  2.51  -0.49
C  -3.97  1.25  -0.23
C  -3.38  0.99  1.00
C  -2.63  -0.15  1.21
C  -2.48  -1.06  0.17
C  -3.08  -0.84  -1.08
C  -3.81  0.32  -1.26
S  -1.38  -2.39  0.46
C  -2.27  -3.82  -0.12
O  -0.25  -2.27  -0.60
H  -4.69  3.19  0.36
H  -5.79  2.27  -0.68
H  -4.35  3.02  -1.36
H  -3.50  1.71  1.81
H  -2.16  -0.33  2.16
H  -2.94  -1.53  -1.90
H  -4.25  0.51  -2.23
H  -2.61  -3.67  -1.15
H  -3.12  -3.96  0.55
H  -1.60  -4.67  -0.06

Summary:
Expectation value of S²   0.753
Total charge   +1
Kohn-Sham gap (spin up / spin down)   8.0274 / 9.0040 eV
LUMO energy (spin up / spin down)   -3.46 / -3.34 eV
Spin multiplicity   2
Energy relative to the best compared isomer or geometry (same formula, charge and spin)   0.000 eV

***

4.
The following is a DFT calculation (the ωB97M-V functional and the def2-TZVPD basis) of a molecular structure, C21H19F6GeN13NaSSb at a distorted geometry.

CARTESIAN COORDINATES (ANGSTROEM)
Na  -0.44  -0.06  0.83
N  0.13  -2.80  4.82
C  -0.08  -2.21  3.60
S  -1.29  -1.03  3.50
N  0.57  -2.72  2.59
N  0.92  -2.23  1.48
C  0.96  -2.78  0.33
C  1.76  -2.19  -0.72
C  1.89  -2.80  -1.97
C  2.71  -2.22  -2.92
C  3.40  -1.06  -2.60
C  3.20  -0.52  -1.33
N  2.42  -1.06  -0.42
H  -0.27  -2.29  5.58
H  1.05  -3.19  4.97
H  0.44  -3.71  0.12
H  1.34  -3.71  -2.20
H  2.82  -2.67  -3.90
H  4.04  -0.57  -3.32
H  3.71  0.38  -1.03
N  0.10  3.02  1.35
C  -0.22  2.73  0.07
N  -0.90  3.59  -0.72
N  -1.04  2.98  -1.86
N  -0.48  1.82  -1.77
N  0.06  1.60  -0.58
C  0.95  2.25  2.13
N  1.78  2.77  3.03
N  2.36  1.71  3.58
N  1.92  0.63  3.05
N  1.01  0.92  2.12
H  0.02  3.99  1.61
F  -1.14  -0.95  -0.86
Sb  -3.02  -0.53  -0.56
F  -3.00  0.82  -1.88
F  -3.62  -1.72  -1.90
F  -4.77  -0.07  -0.08
F  -2.97  -1.98  0.63
F  -2.39  0.67  0.78
Ge  -0.16  0.61  -3.15
C  0.77  1.73  -4.49
C  0.67  3.11  -4.52
C  1.46  3.86  -5.38
C  2.33  3.22  -6.24
C  2.41  1.84  -6.25
C  1.65  1.10  -5.36
C  -1.51  -0.60  -3.93
C  -1.38  -1.95  -3.67
C  -2.22  -2.86  -4.28
C  -3.17  -2.43  -5.18
C  -3.31  -1.07  -5.44
C  -2.49  -0.16  -4.81
H  0.87  -0.25  -2.49
H  -0.02  3.61  -3.84
H  1.39  4.93  -5.37
H  2.94  3.80  -6.92
H  3.08  1.34  -6.94
H  1.73  0.02  -5.34
H  -0.62  -2.29  -2.97
H  -2.13  -3.92  -4.05
H  -3.82  -3.15  -5.67
H  -4.06  -0.74  -6.14
H  -2.61  0.90  -4.98

Summary:
Expectation value of S²   0.788
Total charge   -1
Kohn-Sham gap (spin up / spin down)   7.0418 / 5.3992 eV
LUMO energy (spin up / spin down)   1.83 / 0.19 eV
Spin multiplicity   2

***

5.
The following is a DFT calculation (the ωB97M-V functional and the def2-TZVPD basis) of 2 unconnected molecules or ions with the total composition C21H19IN3O6 at a distorted geometry.

CARTESIAN COORDINATES (ANGSTROEM)
C  1.06  -2.28  5.48
C  0.56  -2.80  4.53
C  -0.42  -3.15  3.43
C  -0.16  -2.28  2.20
C  0.43  -2.84  1.03
C  0.86  -4.29  0.85
O  1.88  -4.47  0.25
O  0.13  -5.36  1.30
C  0.65  -1.99  -0.08
C  0.34  -0.63  -0.01
C  0.62  0.23  -1.25
C  0.47  -0.59  -2.56
O  -0.62  -0.82  -2.98
I  2.21  -1.33  -3.57
N  -0.19  -0.11  1.14
C  -0.45  1.32  1.14
C  0.45  2.20  1.80
C  0.07  3.55  1.67
C  -1.10  3.88  0.96
N  -1.99  3.08  0.36
C  -1.59  1.81  0.51
C  -0.45  -0.90  2.21
C  -1.08  -0.31  3.47
C  -2.53  -0.83  3.69
N  -3.24  -0.31  4.59
H  1.65  -1.69  6.17
H  -1.47  -3.08  3.78
H  -0.25  -4.22  3.22
H  0.69  -5.77  1.99
H  1.10  -2.43  -0.97
H  1.64  0.67  -1.16
H  -0.07  1.08  -1.35
H  1.34  1.84  2.33
H  0.68  4.34  2.12
H  -1.32  4.96  0.87
H  -2.25  1.05  0.05
H  -0.47  -0.55  4.37
H  -1.15  0.79  3.44
H  -2.87  -1.66  3.04
H  -4.16  -0.78  4.58
C  1.50  1.84  -6.89
C  0.53  2.99  -6.80
O  0.28  3.08  -5.40
C  1.33  2.54  -4.76
O  1.51  2.60  -3.58
O  2.17  1.90  -5.62
H  2.21  1.95  -7.70
H  1.00  0.88  -6.98
H  0.96  3.93  -7.15
H  -0.39  2.80  -7.35

Summary:
Total charge   +1
Kohn-Sham gap   7.9274 eV
LUMO energy   -4.53 eV
Spin multiplicity   1

***

6.
The following is a DFT calculation (the ωB97M-V functional and the def2-TZVPD basis) of a molecular structure, C21H19IrN9O7.

CARTESIAN COORDINATES (ANGSTROEM)
Ir  -0.44  -0.08  1.15
N  2.05  0.48  4.48
C  1.41  -0.43  3.74
N  0.79  0.20  2.76
C  1.09  1.52  2.98
N  1.85  1.72  4.02
C  0.47  2.49  2.09
C  0.61  3.87  2.15
N  -0.03  4.67  1.30
C  -0.81  4.09  0.39
C  -0.97  2.72  0.30
N  -0.32  1.93  1.16
H  2.61  0.33  5.30
H  1.42  -1.49  3.92
H  1.25  4.32  2.89
H  -1.33  4.74  -0.30
H  -1.61  2.24  -0.43
C  1.73  -3.94  -0.26
N  2.71  -3.49  0.72
C  2.92  -4.49  1.75
C  2.37  -2.21  1.31
C  2.32  -1.10  0.28
C  3.44  -1.01  -0.55
C  3.52  -0.10  -1.58
C  2.46  0.75  -1.82
C  1.34  0.70  -1.00
C  1.27  -0.20  0.07
H  2.06  -4.89  -0.68
H  1.65  -3.22  -1.08
H  0.73  -4.09  0.17
H  3.19  -5.44  1.29
H  2.02  -4.66  2.36
H  3.73  -4.19  2.40
H  3.17  -1.98  2.03
H  1.43  -2.27  1.88
H  4.24  -1.72  -0.38
H  4.41  -0.07  -2.21
H  2.48  1.45  -2.65
H  0.51  1.35  -1.22
O  -6.48  -3.80  -2.28
N  -5.68  -4.09  -1.43
O  -5.63  -5.13  -0.81
C  -4.66  -3.07  -1.10
C  -3.72  -3.36  -0.15
C  -2.76  -2.39  0.15
C  -2.74  -1.11  -0.47
O  -1.97  -0.13  -0.13
C  -3.73  -0.91  -1.46
C  -4.68  -1.85  -1.76
N  -3.80  0.36  -2.20
O  -2.78  1.01  -2.32
O  -4.88  0.66  -2.66
N  -1.77  -2.78  1.12
O  -0.67  -2.16  1.17
O  -1.93  -3.75  1.80
H  -3.72  -4.32  0.35
H  -5.44  -1.64  -2.51

Summary:
Total charge   +1
Kohn-Sham gap   6.4754 eV
LUMO energy   -4.73 eV
Spin multiplicity   1
Energy relative to the best compared isomer or geometry (same formula, charge and spin)   0.000 eV

***

7.
The following is a DFT calculation (the ωB97M-V functional and the def2-TZVPD basis) of a single C21H19N molecule at a distorted geometry.

CARTESIAN COORDINATES (ANGSTROEM)
C  2.50  -1.94  -2.71
C  3.20  -1.42  -1.60
C  1.16  -2.23  -2.59
C  2.54  -1.14  -0.36
C  1.81  4.08  1.68
C  -2.07  1.72  -0.04
C  2.40  2.86  2.04
C  -1.55  0.45  0.19
C  0.45  -1.99  -1.37
C  1.13  -1.36  -0.28
C  0.51  4.10  1.13
C  -1.39  2.90  0.30
C  1.71  1.66  1.79
C  -0.24  0.39  0.78
C  -0.13  2.87  0.88
C  0.48  1.63  1.12
N  -2.25  -0.71  -0.16
C  -3.66  -0.61  -0.61
C  -0.96  -2.50  -1.22
C  0.36  -0.99  0.98
C  -0.77  -2.03  1.23
C  -1.71  -2.05  0.04
H  3.07  -2.16  -3.60
H  4.26  -1.26  -1.68
H  0.67  -2.72  -3.42
H  3.09  -0.74  0.49
H  2.38  5.02  1.85
H  -3.02  1.83  -0.53
H  3.39  2.88  2.51
H  0.04  5.03  0.88
H  -1.89  3.84  0.10
H  2.17  0.74  2.07
H  -4.09  -1.61  -0.79
H  -4.25  -0.10  0.16
H  -3.75  -0.04  -1.51
H  -0.93  -3.60  -1.24
H  -1.56  -2.24  -2.08
H  1.01  -1.02  1.86
H  -1.35  -1.74  2.09
H  -0.29  -2.99  1.39
H  -2.47  -2.79  0.24

Summary:
Total charge   0
Kohn-Sham gap   7.6712 eV
LUMO energy   0.60 eV
Spin multiplicity   1
Energy relative to the best compared isomer or geometry (same formula, charge and spin)   0.000 eV
SMILES string   CN1c2ccc3ccccc3c2[C@H]2C[C@@H]1Cc1ccccc12

***

8.
The following is a DFT calculation (the ωB97M-V functional and the def2-TZVPD basis) of a single C21H19N3O6 molecule at a distorted geometry.

CARTESIAN COORDINATES (ANGSTROEM)
C  1.40  1.65  1.10
C  1.84  0.28  1.60
H  2.38  -0.25  0.81
O  0.75  -0.56  1.89
C  -0.03  -0.31  2.98
C  0.29  0.52  4.04
C  -0.57  0.63  5.12
C  -1.76  -0.07  5.16
C  -2.11  -0.88  4.09
C  -1.26  -1.00  3.01
N  -1.59  -1.81  1.89
C  -1.76  -1.17  0.67
C  -1.87  -2.01  -0.50
C  -1.87  -1.45  -1.76
N  -1.90  -0.15  -1.98
C  -1.64  0.49  -3.25
C  -0.25  1.09  -3.22
C  -0.05  2.31  -2.58
C  1.22  2.87  -2.46
C  2.27  2.16  -2.98
C  2.07  0.93  -3.62
C  0.83  0.37  -3.75
H  0.69  -0.58  -4.23
O  3.28  0.45  -4.05
C  4.24  1.41  -3.68
O  3.60  2.47  -3.00
H  4.99  0.94  -3.02
H  4.75  1.79  -4.58
H  1.37  3.81  -1.96
H  -0.89  2.84  -2.17
H  -2.38  1.27  -3.41
H  -1.72  -0.25  -4.05
H  -1.87  -2.12  -2.61
C  -1.90  -3.45  -0.38
O  -2.00  -4.23  -1.31
N  -1.81  -3.92  0.92
C  -1.61  -3.18  2.07
O  -1.47  -3.71  3.15
H  -1.83  -4.92  1.05
O  -1.79  0.06  0.64
H  -1.86  0.42  -1.13
H  -3.04  -1.43  4.09
H  -2.43  0.02  6.00
H  -0.30  1.27  5.95
H  1.22  1.07  4.05
H  2.50  0.38  2.47
H  0.73  1.53  0.25
H  0.87  2.19  1.87
H  2.27  2.23  0.79

Summary:
Total charge   0
Kohn-Sham gap   8.9005 eV
LUMO energy   0.44 eV
Spin multiplicity   1
Energy relative to the best compared isomer or geometry (same formula, charge and spin)   0.544 eV
SMILES string   CCOc1ccccc1N1C(=O)NC(=O)/C(=C/NCc2ccc3c(c2)OCO3)C1=O

***

9.
The following is a DFT calculation (the ωB97M-V functional and the def2-TZVPD basis) of a single C21H19N5 molecule at a distorted geometry.

CARTESIAN COORDINATES (ANGSTROEM)
C  1.66  -3.82  0.31
C  1.73  -2.90  1.32
C  1.00  -1.69  1.24
N  1.07  -0.84  2.28
C  0.36  0.27  2.24
C  -0.41  0.64  1.12
C  -0.46  -0.19  0.03
C  0.22  -1.43  0.08
C  0.14  -2.42  -0.92
C  0.85  -3.58  -0.80
H  0.78  -4.34  -1.57
H  -0.52  -2.25  -1.76
C  -1.20  0.23  -1.16
N  -2.48  0.49  -1.20
N  -2.79  0.87  -2.45
C  -1.70  0.85  -3.16
N  -0.64  0.44  -2.39
C  0.74  0.35  -2.79
C  0.95  -0.61  -3.96
C  0.51  -0.05  -5.31
C  -1.01  0.12  -5.46
H  -1.22  0.35  -6.50
H  -1.51  -0.82  -5.22
C  -1.59  1.24  -4.59
H  -2.59  1.49  -4.92
H  -0.96  2.13  -4.68
H  0.85  -0.73  -6.09
H  0.99  0.91  -5.48
H  0.43  -1.55  -3.76
H  2.02  -0.83  -4.01
H  1.31  0.02  -1.92
H  1.09  1.35  -3.07
H  -0.93  1.59  1.10
C  0.44  1.13  3.43
C  -0.59  2.00  3.79
C  -0.44  2.77  4.93
N  0.64  2.74  5.70
C  1.61  1.91  5.37
C  1.56  1.08  4.25
H  2.37  0.41  4.01
H  2.47  1.90  6.03
H  -1.21  3.46  5.25
H  -1.50  2.06  3.22
H  2.33  -3.07  2.21
H  2.22  -4.74  0.38

Summary:
Total charge   0
Kohn-Sham gap   8.4626 eV
LUMO energy   -0.41 eV
Spin multiplicity   1
Energy relative to the best compared isomer or geometry (same formula, charge and spin)   0.000 eV
SMILES string   c1ccc2c(-c3nnc4n3CCCCC4)cc(-c3ccncc3)nc2c1